1.
# C6H7N

The molecule C6H7N at a distorted geometry (ωB97M-V/def2-TZVPD, the OMol25 dataset).

As for the multiplicity: 1. The calculation puts the total energy at -7821.06668 eV. Its energy relative to the best compared isomer or geometry (same formula, charge and spin) is 442.0 kJ/mol.

Cartesian coordinates (Å):
C1 1.49379 0.74852 -1.53478
C2 0.59469 0.66119 -0.52631
C3 0.15949 0.45431 -1.94103
C4 -0.94977 0.18287 1.55965
C5 -0.23537 -1.02940 1.10981
C6 0.47513 0.36500 0.87830
N1 -0.66306 0.01024 -2.78758
H1 2.44185 0.84395 -1.78330
H2 -1.72289 0.60611 1.04284
H3 -1.16399 0.30635 2.56558
H4 0.21537 -1.66393 1.93740
H5 -0.60840 -1.66684 0.29837
H6 1.39733 0.59416 1.51006
H7 -1.43418 -0.41252 -2.32902

2.
# C34H37BrFeGeN3Si

A structure of composition C34H37BrFeGeN3Si at a distorted geometry (ωB97M-V/def2-TZVPD, the OMol25 dataset).

As for the multiplicity: 6. The calculation puts the total energy at -209150.33879 eV. Its energy relative to the best compared isomer or geometry (same formula, charge and spin) is 208.9 kJ/mol.

Cartesian coordinates (Å):
Fe1 0.48019 -0.21188 -0.87864
C1 4.16319 -1.81218 -1.22824
C2 3.74699 -0.38308 -1.07134
C3 4.58489 0.55982 -0.48824
C4 4.14199 1.87542 -0.39424
C5 2.90229 2.21482 -0.88074
C6 2.10389 1.21192 -1.47764
N1 2.54989 -0.06708 -1.54804
N2 0.90499 1.43712 -2.03524
Si1 0.59509 2.54652 -3.30764
C7 0.73179 4.39322 -2.81434
C8 -1.16491 2.26112 -3.96934
C9 1.86099 2.19142 -4.69714
H1 4.29459 -2.27608 -0.25214
H2 5.10679 -1.87408 -1.76744
H3 3.39469 -2.34428 -1.78024
H4 5.56049 0.27392 -0.12474
H5 4.77879 2.63022 0.04566
H6 2.51769 3.22022 -0.82854
H7 0.29619 4.58112 -1.83814
H8 0.20519 5.01352 -3.53264
H9 1.76319 4.73072 -2.79554
H10 -1.90181 2.26062 -3.17544
H11 -1.24871 1.31342 -4.48814
H12 -1.43631 3.04662 -4.66674
H13 2.87429 2.35292 -4.34084
H14 1.70289 2.83342 -5.55784
H15 1.79639 1.16062 -5.03254
C10 1.05129 -5.81358 -0.00294
C11 0.40659 -4.64568 -0.67664
C12 -0.77391 -4.79978 -1.41524
C13 -1.35531 -3.67598 -1.99234
C14 -0.68571 -2.48278 -1.87144
Br1 -1.41951 -0.83058 -2.48024
N3 0.47519 -2.30838 -1.23064
C15 0.98019 -3.39198 -0.61794
H16 0.29849 -6.50778 0.36176
H17 1.66409 -5.48268 0.83036
H18 1.68899 -6.34788 -0.70714
H19 -1.23351 -5.76888 -1.52584
H20 -2.28431 -3.72658 -2.53464
H21 1.88639 -3.20648 -0.06514
C16 1.26199 -0.35948 0.95296
Ge1 -0.45401 0.13942 1.55326
C17 -0.55791 0.05562 3.55276
C18 0.42419 0.66222 4.32356
C19 0.32649 0.69942 5.70266
C20 -0.75951 0.11682 6.33466
C21 -1.74291 -0.49568 5.57686
C22 -1.63901 -0.52388 4.19716
C23 -1.90641 -1.09938 0.98996
C24 -1.75901 -2.46788 1.18526
C25 -2.80561 -3.33768 0.93666
C26 -4.02361 -2.84928 0.49396
C27 -4.18391 -1.48888 0.29346
C28 -3.13181 -0.62478 0.53806
C29 -1.10171 2.00022 1.20786
C30 -1.27821 2.88822 2.25866
C31 -1.81751 4.14162 2.03586
C32 -2.17601 4.52562 0.75526
C33 -1.98411 3.65502 -0.30294
C34 -1.45071 2.40042 -0.07224
H22 2.14739 0.14182 1.32596
H23 1.26969 1.12412 3.82976
H24 1.09109 1.19192 6.28736
H25 -0.84281 0.14542 7.41276
H26 -2.60011 -0.94288 6.06116
H27 -2.41301 -0.99438 3.60596
H28 -0.81561 -2.84868 1.55546
H29 -2.67731 -4.39848 1.10006
H30 -4.84781 -3.52538 0.31376
H31 -5.13271 -1.09868 -0.04684
H32 -3.27091 0.43952 0.39456
H33 -1.00661 2.59082 3.26176
H34 -1.97041 4.81612 2.86576
H35 -2.61101 5.49872 0.58056
H36 -2.26101 3.94812 -1.30514
H37 -1.30451 1.72292 -0.90244

3.
# C3H5Br3Si

The molecule C3H5Br3Si at a distorted geometry (ωB97M-V/def2-TZVPD, the OMol25 dataset).

As for the multiplicity: 3. The calculation puts the total energy at -221195.44147 eV. Its energy relative to the best compared isomer or geometry (same formula, charge and spin) is 36.0 kJ/mol.

Cartesian coordinates (Å):
C1 -0.76112 -1.37863 0.21440
C2 -0.29292 -0.15639 -0.02316
C3 -1.20562 1.06065 -0.10956
Si1 1.50596 0.19503 -0.14380
Br1 2.17449 1.45128 -1.83470
Br2 2.13964 1.27939 1.71156
Br3 2.82479 -2.19677 0.14162
H1 -0.21519 -2.27115 0.28549
H2 -1.75012 -1.66266 0.16630
H3 -0.82102 2.07633 0.18666
H4 -2.06045 0.66062 0.59160
H5 -1.53843 0.94232 -1.18642

4.
# C5H15ClFNSi2

A cluster of 2 separate species, C5H15ClFNSi2 in total at a distorted geometry (ωB97M-V/def2-TZVPD, the OMol25 dataset).

As for the multiplicity: 1. The calculation puts the total energy at -37913.88159 eV. Its energy relative to the best compared isomer or geometry (same formula, charge and spin) is 0.0 kJ/mol.

Cartesian coordinates (Å):
C1 -0.75456 -0.87269 2.00241
C2 1.61542 -2.56968 0.71929
C3 1.96547 0.61746 1.16926
C4 -2.42632 1.38868 -2.43325
C5 0.45218 1.18438 -3.87502
N1 0.19909 -0.53582 -0.71938
F1 -1.85484 0.20430 -5.04848
Si1 0.79608 -0.88080 0.92228
Si2 -1.30265 1.12114 -3.80556
Cl1 1.21255 1.93959 -2.54499
H1 -1.68050 -0.98797 1.34016
H2 -0.63144 -1.64781 2.75237
H3 -0.70431 0.07417 2.43373
H4 1.68165 -2.92437 -0.36720
H5 2.74471 -2.51061 1.13287
H6 1.33348 -3.51120 1.26216
H7 1.86465 1.27423 0.31370
H8 1.53654 1.13427 1.96315
H9 3.01704 0.31592 1.29839
H10 -3.36947 0.89909 -2.49858
H11 -2.01332 1.07818 -1.47915
H12 -2.78135 2.42855 -2.23421
H13 0.94826 1.48029 -4.78885
H14 0.28921 -1.08370 -1.54733
H15 0.00002 0.36169 -0.98340

5.
# C28H77N7O11SSr2

A structure of composition C28H77N7O11SSr2 at a distorted geometry (ωB97M-V/def2-TZVPD, the OMol25 dataset).

As for the multiplicity: 1. The calculation puts the total energy at -75718.85890 eV. The net charge is +2. Its energy relative to the best compared isomer or geometry (same formula, charge and spin) is 1847.4 kJ/mol.

Cartesian coordinates (Å):
Sr1 10.68547 -10.79257 15.29448
Sr2 14.56841 -14.24323 7.47455
S1 13.20452 -12.42527 11.67119
O1 13.33190 -12.73420 13.10542
O2 14.43811 -11.93980 11.06334
O3 12.74389 -13.56305 10.90676
O4 12.16200 -11.42864 11.56686
C1 7.33845 -15.68305 12.57884
C2 7.60499 -14.95097 13.87564
C3 8.77029 -15.56450 14.63100
O5 9.14665 -14.61512 15.64387
C4 8.52016 -14.82910 16.85134
N1 7.86598 -13.62497 13.51569
H1 8.28496 -15.87243 12.07255
H2 6.55860 -15.21970 11.97449
H3 7.02460 -16.71604 12.72904
H4 6.70135 -15.03876 14.47880
H5 9.58932 -15.72176 13.92918
H6 8.44855 -16.50561 15.07699
H7 8.37091 -13.88070 17.36745
H8 9.05804 -15.41130 17.59954
H9 7.50587 -15.18711 16.67490
H10 8.43228 -13.74395 12.68789
H11 7.01816 -13.22846 13.13614
C5 9.52204 -10.78382 6.48030
C6 10.52501 -9.77153 5.96004
C7 10.09875 -8.29565 5.92628
O6 11.24405 -7.52438 5.53240
C8 11.05878 -6.12136 5.32311
N2 11.69610 -9.98951 6.81041
H12 8.64535 -10.94215 5.85226
H13 9.20491 -10.48771 7.48023
H14 10.05036 -11.73646 6.51843
H15 10.83826 -10.15685 4.98973
H16 9.74149 -7.90922 6.88083
H17 9.24500 -8.17147 5.26011
H18 11.37287 -5.53702 6.18799
H19 10.06112 -5.92894 4.92848
H20 11.62225 -5.81453 4.44195
H21 11.49478 -9.71386 7.76098
H22 12.28500 -9.22606 6.50969
C9 18.21114 -17.55908 11.34004
C10 19.08461 -17.00329 10.26928
C11 20.51722 -17.57240 10.20570
O7 21.29575 -16.93008 9.21646
C12 22.71576 -17.02846 9.46961
N3 18.43458 -17.07599 8.99737
H23 18.85024 -17.40584 12.20963
H24 17.94713 -18.60409 11.17779
H25 17.31793 -16.98478 11.58594
H26 19.27170 -15.96504 10.54337
H27 20.37849 -18.62802 9.97221
H28 20.94512 -17.51399 11.20649
H29 23.14893 -16.24359 8.84958
H30 23.18788 -17.99063 9.27107
H31 22.93941 -16.71354 10.48888
H32 19.17585 -16.91049 8.33161
H33 17.95017 -17.93272 8.77055
C13 17.16415 -6.60408 8.46158
C14 18.42751 -7.13876 9.17803
C15 18.63192 -6.64075 10.58706
O8 19.89589 -7.17433 11.01530
C16 20.52049 -6.63539 12.17602
N4 18.27460 -8.57133 9.24242
H34 17.08408 -7.03206 7.46232
H35 17.16934 -5.51698 8.38239
H36 16.23708 -6.78195 9.00656
H37 19.33596 -6.87923 8.63447
H38 17.91443 -6.86083 11.37756
H39 18.75325 -5.56174 10.68262
H40 21.43079 -7.10754 12.54553
H41 19.83307 -6.76323 13.01222
H42 20.65133 -5.55629 12.09524
H43 17.48590 -8.76334 9.84339
H44 19.07708 -8.76860 9.82312
C17 18.85635 -13.33672 16.64545
C18 18.73329 -11.85842 17.03772
C19 20.04335 -11.11946 16.82459
O9 21.15708 -11.47639 17.63132
C20 20.84797 -11.50611 19.04920
N5 17.69839 -11.38004 16.14656
H45 17.87007 -13.77968 16.50703
H46 19.37753 -13.84861 17.45442
H47 19.36127 -13.49621 15.69271
H48 18.36004 -11.70119 18.04968
H49 19.79233 -10.07887 17.03020
H50 20.28804 -11.18025 15.76414
H51 20.08875 -12.23365 19.33622
H52 20.43271 -10.59266 19.47496
H53 21.72963 -11.80902 19.61402
H54 17.99260 -11.44526 15.18256
H55 16.94822 -12.04815 16.04183
C21 7.98255 -23.23101 14.89359
C22 8.48708 -23.92772 13.67082
C23 9.89493 -23.37039 13.17185
O10 9.76401 -22.05298 12.60543
C24 10.96217 -21.35545 12.26968
N6 8.58472 -25.30452 14.04725
H56 7.09849 -23.73557 15.28341
H57 7.72671 -22.21553 14.59115
H58 8.72249 -23.04187 15.67128
H59 7.75276 -23.74372 12.88658
H60 10.38544 -24.07294 12.49809
H61 10.59046 -23.35448 14.01095
H62 10.86958 -20.35509 11.84682
H63 11.52556 -21.94474 11.54619
H64 11.59650 -21.21909 13.14554
H65 7.61020 -25.56617 14.09125
H66 8.87295 -25.94373 13.32031
C25 8.76087 -5.02160 11.88926
C26 8.24099 -5.56152 13.29284
C27 6.85631 -5.03279 13.70536
O11 6.33731 -5.57622 14.96424
C28 4.98442 -5.40476 15.14676
N7 8.20359 -6.97230 13.21614
H67 9.64702 -5.54931 11.53660
H68 9.06147 -3.98105 12.01167
H69 7.94992 -4.99258 11.16150
H70 8.97507 -5.36022 14.07302
H71 6.16139 -5.27323 12.90076
H72 6.82398 -3.95096 13.83457
H73 4.68268 -4.39551 15.42691
H74 4.67797 -6.06543 15.95776
H75 4.48056 -5.71535 14.23148
H76 8.57983 -7.29410 12.33581
H77 7.22681 -7.18321 13.06939

6.
# C2H10N3O

A cluster of 2 separate species, C2H10N3O in total at a distorted geometry (ωB97M-V/def2-TZVPD, the OMol25 dataset).

As for the multiplicity: 2. The calculation puts the total energy at -8732.78512 eV. The net charge is +2. Its energy relative to the best compared isomer or geometry (same formula, charge and spin) is 205.1 kJ/mol.

Cartesian coordinates (Å):
C1 -1.50193 0.09378 1.08763
N1 -0.53373 -0.72582 0.43314
C2 -0.24871 -0.28784 -0.85446
N2 -0.45038 -1.20375 -1.83830
N3 0.58384 0.78189 -1.07994
H1 -2.44064 -0.58018 1.42164
H2 -1.82147 0.92878 0.42427
H3 -1.06168 0.62895 1.99489
H4 -0.20143 -1.70309 0.71126
H5 -0.96593 -2.07565 -1.70473
H6 0.22122 -1.00094 -2.65546
H7 0.75268 1.29089 -1.98555
H8 1.12471 0.97953 -0.25803
H9 2.06829 1.71670 1.68359
H10 2.26844 0.25773 1.63474
O1 2.20671 0.89904 0.98530

7.
# C2H4CoO

A structure of composition C2H4CoO at a distorted geometry (ωB97M-V/def2-TZVPD, the OMol25 dataset).

As for the multiplicity: 6. The calculation puts the total energy at -41785.55687 eV. The net charge is +2. Its energy relative to the best compared isomer or geometry (same formula, charge and spin) is 0.0 kJ/mol.

Cartesian coordinates (Å):
O1 1.41817 0.75053 0.36268
Co1 1.97361 -0.60336 -0.62919
C1 -0.15997 0.65998 0.10035
C2 -0.63593 -0.71961 0.01608
H1 -0.55131 1.16122 1.00094
H2 -0.35047 1.22791 -0.82434
H3 -0.81140 -1.30570 0.92287
H4 -0.88272 -1.17097 -0.94939